DFT (ωB97M-V/def2-TZVPD) results for C30H23CaN3O3P as an isolated structure.

Properties
2S+1: 1
charge: +1
LUMO level: -3.132 eV
ΔE to the lowest compared entry with this formula, charge and spin: 0.00 kJ/mol
largest force on an atom: 0.50 eV/Å
highest occupied orbital energy: -11.54 eV

The geometry in XYZ format:
```
61
Properties=species:S:1:pos:R:3:forces:R:3
Ca 0.4095 0.5737 2.3294 -0.5 -0.1 0.2
O -3.3470 2.3547 0.8745 -0.1 0.0 0.1
C -2.2576 2.0968 1.3332 0.2 -0.1 -0.1
N -1.8485 1.0251 2.0810 0.1 0.1 0.1
C -2.7405 0.0378 2.4077 0.3 -0.1 0.1
O -3.8492 -0.1789 1.9718 0.0 0.1 0.0
C -2.1876 -0.9271 3.4637 -0.1 0.0 0.0
C -3.0617 -1.8513 4.0141 0.0 0.0 0.0
C -2.6015 -2.7148 4.9919 0.0 0.0 0.0
C -1.2729 -2.6420 5.3823 0.0 0.0 0.0
C -0.4602 -1.7096 4.7680 0.0 0.0 -0.1
N -0.8970 -0.8613 3.8296 0.0 0.0 -0.1
C -1.1237 3.0948 1.0671 0.0 0.0 0.0
C -1.4373 4.2724 0.4061 -0.1 0.0 0.0
C -0.4430 5.2038 0.1708 0.0 0.0 0.0
C 0.8487 4.9292 0.5973 0.0 0.0 0.0
C 1.0857 3.7262 1.2313 0.0 0.0 0.0
N 0.1293 2.8194 1.4693 0.0 0.1 -0.1
H -4.0835 -1.8623 3.6642 0.0 0.0 0.0
H -3.2693 -3.4354 5.4451 0.0 0.0 0.0
H -0.8668 -3.2923 6.1438 0.0 0.0 0.0
H 0.5876 -1.6350 5.0368 0.0 0.0 0.0
H -2.4634 4.4232 0.1021 0.0 0.0 0.0
H -0.6679 6.1344 -0.3334 0.0 0.0 0.0
H 1.6594 5.6278 0.4455 0.0 0.0 0.0
H 2.0881 3.4725 1.5596 0.0 0.0 0.0
O 0.7263 -0.8630 0.7051 0.2 0.1 -0.3
P 0.8257 -0.8410 -0.8183 0.0 -0.1 0.1
C 2.0847 0.3161 -1.3686 0.0 0.0 0.0
C 1.7928 1.6805 -1.4407 0.0 0.0 0.0
C 2.7863 2.5816 -1.7902 0.0 0.0 0.0
C 4.0694 2.1279 -2.0661 0.0 0.0 0.0
C 4.3654 0.7744 -1.9916 0.0 0.0 0.0
C 3.3758 -0.1334 -1.6443 0.0 0.1 0.0
C -0.7250 -0.3417 -1.5503 -0.1 0.0 0.1
C -1.8851 -0.5907 -0.8144 0.1 0.0 -0.1
C -3.1190 -0.1927 -1.3023 0.0 0.0 0.0
C -3.1955 0.4227 -2.5439 0.0 0.0 0.0
C -2.0488 0.6443 -3.2951 0.0 0.0 0.0
C -0.8089 0.2734 -2.7992 0.0 0.0 0.0
C 1.2822 -2.4640 -1.4173 0.0 0.0 0.1
C 1.6421 -3.4488 -0.5017 0.0 0.0 -0.1
C 2.0050 -4.7089 -0.9572 0.0 0.0 0.0
C 2.0067 -4.9789 -2.3169 0.0 0.0 0.0
C 1.6433 -3.9969 -3.2311 0.0 0.0 0.0
C 1.2782 -2.7393 -2.7841 0.0 0.0 0.0
H 0.7869 2.0329 -1.2432 0.0 0.0 0.0
H 2.5549 3.6366 -1.8596 0.0 0.0 0.0
H 4.8406 2.8322 -2.3494 0.0 0.0 0.0
H 5.3647 0.4241 -2.2124 0.0 0.0 0.0
H 3.6029 -1.1911 -1.5977 0.0 0.0 0.0
H -1.8137 -1.0800 0.1472 0.0 0.0 0.0
H -4.0027 -0.3419 -0.6975 0.0 0.0 0.0
H -4.1567 0.7396 -2.9265 0.0 0.0 0.0
H -2.1174 1.1231 -4.2630 0.0 0.0 0.0
H 0.0860 0.4790 -3.3743 0.0 0.0 0.0
H 1.6273 -3.2222 0.5560 0.0 0.0 0.0
H 2.2830 -5.4791 -0.2504 0.0 0.0 0.0
H 2.2879 -5.9626 -2.6694 0.0 0.0 0.0
H 1.6408 -4.2185 -4.2898 0.0 0.0 0.0
H 0.9842 -1.9757 -3.4947 0.0 0.0 0.0
```
Forces are in eV/Å.